# 1
{
  "formula": "C2H4N2O2",
  "method": "wB97M-V/def2-TZVPD",
  "symbols": ["C", "C", "N", "N", "O", "O", "H", "H", "H", "H"],
  "xyz": [[0.67125, 1.22949, -0.57074], [-3.16876, -0.22584, -0.01412], [-0.30627, -0.81625, 0.16284], [0.40087, -0.02772, -0.74967], [-2.87365, 0.84997, 0.14830], [-3.45002, -1.29998, -0.35128], [0.08279, 1.84766, 0.16997], [1.18626, 1.73297, -1.38424], [-0.37039, -0.62543, 1.22796], [-0.33400, -1.88626, -0.05786]],
  "forces_ev_per_angstrom": [[-2.460, -1.252, 0.490], [-0.464, -3.069, -1.892], [-0.340, -1.169, 0.879], [0.672, -0.083, 1.071], [0.707, 3.482, 1.241], [-0.272, -0.359, 0.615], [1.138, -0.632, -0.317], [0.001, -0.160, 0.182], [0.507, 0.053, -2.602], [0.512, 3.189, 0.333]],
  "gap_ev": 9.56,
  "max_force_ev_per_a": 3.8,
  "e_lumo_ha": 0.022,
  "smiles": "O=C=O.C=NN"
}


# 2
{
  "formula": "C25H41Cl3O2P2Y",
  "method": "wB97M-V/def2-TZVPD",
  "symbols": ["Y", "C", "C", "C", "C", "C", "C", "H", "H", "H", "C", "H", "H", "H", "C", "H", "H", "H", "C", "H", "H", "H", "C", "H", "H", "H", "C", "C", "C", "C", "C", "C", "C", "C", "H", "H", "H", "H", "H", "H", "H", "H", "H", "H", "H", "H", "P", "C", "C", "P", "C", "C", "C", "H", "H", "H", "H", "H", "H", "H", "H", "H", "H", "H", "H", "H", "H", "Cl", "C", "Cl", "Cl", "C", "O", "O"],
  "xyz": [[-0.47827, -1.41340, 0.78947], [0.88690, -2.42915, 2.82526], [0.16835, -1.27559, 3.29191], [-1.34689, -2.99195, 2.97333], [-0.05516, -3.48830, 2.65214], [-1.22304, -1.62858, 3.35913], [2.36011, -2.58242, 2.76953], [2.84383, -1.63010, 2.51314], [2.63695, -3.33088, 2.01499], [2.76386, -2.91941, 3.74180], [0.24611, -4.89171, 2.27995], [1.32349, -5.05455, 2.22799], [-0.18893, -5.11526, 1.29573], [-0.17472, -5.60288, 3.01111], [-2.58333, -3.81742, 3.00073], [-2.64487, -4.43793, 3.90792], [-2.60685, -4.48240, 2.13286], [-3.46533, -3.17446, 2.96316], [-2.31707, -0.79028, 3.90733], [-2.48815, -0.98403, 4.97931], [-3.25243, -1.00847, 3.37597], [-2.08528, 0.27327, 3.79010], [0.77294, -0.02109, 3.80844], [0.92672, -0.08505, 4.90163], [0.11899, 0.84716, 3.61434], [1.75551, 0.16833, 3.34769], [1.83381, 2.12957, -3.45844], [2.68191, 2.44557, -2.46746], [2.92202, 3.84261, -1.98469], [1.66154, 4.74832, -1.93056], [0.43462, 4.02016, -1.47342], [-0.52489, 3.50252, -2.24424], [-0.40422, 3.31814, -3.72655], [1.02414, 3.08643, -4.27079], [3.67651, 4.30182, -2.65156], [1.50852, 5.25687, -2.89630], [3.38322, 3.84820, -0.98113], [1.54144, 4.04275, -4.40864], [1.86536, 1.13181, -3.89878], [3.44791, 1.71018, -2.18334], [0.92512, 2.62487, -5.26696], [-1.03257, 2.47413, -4.06831], [-1.54059, 3.32993, -1.84485], [-0.83992, 4.21392, -4.20227], [1.86248, 5.53412, -1.17672], [0.32468, 4.07533, -0.38560], [1.40101, -0.30359, -0.83634], [2.11780, -1.04837, -2.30144], [2.50673, 0.82364, 0.09919], [-1.47682, 1.00447, -0.09877], [-0.02974, 0.78990, -1.33897], [-1.42157, 2.57050, 0.81721], [-3.03665, 0.97825, -1.04865], [1.52457, -1.93697, -2.55197], [3.14501, -1.37119, -2.10751], [2.09963, -0.37255, -3.15120], [2.59187, 1.79984, -0.38186], [3.50525, 0.36309, 0.16221], [2.13217, 0.98070, 1.11688], [-2.96449, 1.62256, -1.93487], [-3.85546, 1.32984, -0.39352], [-3.26821, -0.05792, -1.35020], [-0.42016, 0.51740, -2.33095], [0.49436, 1.73362, -1.46700], [-2.30257, 2.62532, 1.47718], [-1.41999, 3.45502, 0.16692], [-0.52184, 2.58512, 1.45403], [-4.01146, -4.90174, -0.42175], [-2.84109, -4.07694, -1.48504], [-1.88671, -5.24240, -2.37886], [-3.66974, -2.93169, -2.56272], [-1.90626, -3.17287, -0.59374], [-0.63628, -3.29389, -0.58965], [-2.49386, -2.23988, 0.07703]],
  "forces_ev_per_angstrom": [[-0.664, -2.443, 2.374], [-1.066, 0.177, 0.221], [-0.468, -0.837, -0.502], [0.739, 0.463, -0.184], [-0.139, 1.148, 0.037], [0.996, -0.383, -0.248], [0.627, -0.059, -0.047], [0.076, -0.262, 0.066], [0.125, 0.239, 0.192], [-0.080, 0.150, -0.369], [-0.113, -0.417, -0.245], [-0.104, -0.121, -0.044], [0.149, -0.219, 0.186], [0.149, 0.264, -0.267], [-0.228, -0.017, -0.152], [0.051, 0.175, -0.220], [-0.141, -0.039, 0.143], [-0.043, -0.198, 0.001], [-0.447, 0.246, 0.064], [0.061, 0.074, -0.318], [0.071, 0.204, 0.208], [-0.169, -0.065, 0.092], [0.196, 0.548, 0.213], [-0.014, 0.140, -0.402], [0.301, -0.178, 0.150], [-0.261, 0.040, 0.212], [1.200, 0.074, -0.114], [0.495, -0.209, -1.573], [0.177, 0.553, 0.280], [0.717, 0.098, -0.098], [-0.562, 0.744, 0.299], [-0.218, 0.972, 0.024], [-0.329, 0.168, -0.516], [-0.533, 0.137, -0.296], [-0.226, -0.108, 0.285], [-0.041, -0.214, 0.528], [-0.109, -0.203, -0.337], [-0.059, -0.355, 0.017], [-0.035, 0.275, 0.337], [-0.541, 0.150, -0.011], [0.002, 0.375, 0.246], [0.102, 0.298, 0.331], [0.798, -0.355, -0.007], [0.107, -0.298, -0.074], [-0.121, -0.251, -0.503], [-0.292, -0.044, -0.370], [-0.475, -0.158, 1.156], [0.171, -0.096, -0.577], [0.256, 0.163, -0.325], [0.217, -0.666, 0.061], [-0.056, 0.288, 0.163], [0.252, 0.597, -0.095], [-0.048, 0.024, -0.210], [0.111, 0.166, 0.143], [-0.145, 0.061, 0.056], [0.202, -0.213, 0.074], [0.023, -0.244, 0.284], [-0.310, 0.147, 0.055], [-0.043, -0.264, -0.131], [-0.183, -0.163, 0.201], [0.437, -0.134, -0.279], [0.153, 0.412, 0.113], [0.023, -0.042, 0.302], [-0.469, 0.015, -0.084], [0.282, -0.241, -0.250], [-0.107, -0.278, 0.367], [-0.315, 0.032, -0.218], [0.305, 0.245, -0.331], [0.535, 0.326, 0.736], [-0.163, 0.062, -0.045], [-0.009, -0.261, -0.113], [0.035, 1.059, 0.552], [-1.624, 0.037, -0.199], [0.809, -1.314, -1.018]],
  "gap_ev": 7.53,
  "max_force_ev_per_a": 3.5,
  "charge": 1,
  "e_lumo_ha": -0.101
}


# 3
{
  "formula": "C6H15AlN2O5",
  "method": "wB97M-V/def2-TZVPD",
  "symbols": ["Al", "N", "O", "O", "O", "C", "O", "C", "C", "N", "C", "C", "O", "C", "H", "H", "H", "H", "H", "H", "H", "H", "H", "H", "H", "H", "H", "H", "H"],
  "xyz": [[-1.35367, -1.63597, 0.30560], [-2.86981, 0.49566, 3.50254], [-3.24795, -0.10290, 4.51744], [-3.22437, 1.63929, 3.30142], [-2.12675, -0.02678, 2.68948], [0.87902, -0.16404, 3.43743], [0.78814, -0.15879, 1.97282], [1.71148, 0.69261, 1.34525], [1.49782, 0.61157, -0.18646], [0.11398, 0.87506, -0.53572], [-0.14066, 1.10283, -1.98497], [0.11704, -0.04801, -2.91469], [-0.60217, -1.26368, -2.53906], [-0.67631, -2.23975, -3.57189], [1.87992, -0.49249, 3.71746], [0.23721, -0.92550, 3.88055], [0.53394, 0.77191, 3.87674], [2.75652, 0.48565, 1.57580], [1.49373, 1.68526, 1.73938], [1.88029, -0.34706, -0.53697], [2.10684, 1.40494, -0.61977], [-0.02276, 1.77781, -0.10393], [0.54469, 1.87052, -2.34420], [-1.13047, 1.53638, -2.12784], [1.17936, -0.25532, -3.04353], [-0.23101, 0.26669, -3.89853], [0.32798, -2.52555, -3.88467], [-1.24518, -1.93443, -4.45010], [-1.17685, -3.09590, -3.11960]],
  "forces_ev_per_angstrom": [[0.795, 0.986, -0.378], [-1.340, -0.112, 2.198], [0.574, 0.578, -1.498], [0.119, -0.042, -0.016], [0.689, -0.377, -0.996], [-0.007, -0.581, -0.452], [-0.496, -1.231, 0.904], [-0.607, 0.549, -0.165], [0.414, -0.755, 1.363], [0.699, 0.419, -1.297], [-0.414, -0.356, 0.227], [-0.629, -1.426, -0.441], [0.288, 1.647, 0.878], [0.150, -0.668, -0.043], [0.152, 0.599, 0.094], [-0.253, -0.182, -0.644], [0.543, 0.300, -0.221], [0.033, -0.354, 0.034], [0.218, 0.505, -0.303], [-0.261, -0.008, -0.304], [0.261, 0.182, -0.216], [-1.164, 0.147, 0.650], [0.304, 0.375, 0.187], [-0.141, -0.290, 0.289], [0.129, -0.218, 0.290], [-0.112, 0.057, -0.089], [0.035, -0.079, -0.019], [-0.071, 0.378, 0.143], [0.089, -0.043, -0.177]],
  "gap_ev": 2.90,
  "max_force_ev_per_a": 2.6,
  "charge": 2,
  "e_lumo_ha": -0.520
}


# 4
{
  "formula": "C3H6GdO3",
  "method": "wB97M-V/def2-TZVPD",
  "symbols": ["O", "Gd", "C", "O", "C", "C", "O", "H", "H", "H", "H", "H", "H"],
  "xyz": [[2.45016, -2.22752, 1.29743], [1.23916, -1.69483, -0.34518], [-0.22908, 1.08876, -1.78471], [-0.06204, 0.22812, -0.64864], [-0.83974, 0.57858, 0.48430], [-0.95801, -0.67853, 1.31049], [-0.81534, -0.90247, 2.45008], [0.22051, 0.58135, -2.64335], [-1.29923, 1.25571, -1.95984], [0.28617, 2.03925, -1.59799], [-1.84853, 0.90833, 0.18725], [-0.34111, 1.35816, 1.08278], [2.19706, -2.53492, 2.16740]],
  "forces_ev_per_angstrom": [[-1.834, 0.961, -2.373], [1.732, -1.426, 1.636], [-0.085, 1.033, -0.870], [-0.168, -0.411, 0.791], [-0.638, 0.535, -0.964], [1.939, 0.198, 4.162], [-1.144, -0.110, -3.241], [-0.119, 0.123, 0.138], [0.293, -0.088, -0.050], [-0.166, -0.218, -0.102], [0.159, -0.090, 0.116], [-0.164, -0.314, 0.140], [0.195, -0.192, 0.617]],
  "s2": 20.104,
  "gap_ev": [5.96, 8.32],
  "max_force_ev_per_a": 4.6,
  "charge": 2,
  "spin_multiplicity": 9,
  "e_lumo_ha": [-0.446, -0.410]
}


> What is the formula in the fourth record?

C3H6GdO3